No. 1
{"formula": "C34H52N4PPdTe", "method": "ωB97M-V/def2-TZVPD", "species": ["Pd", "C", "C", "C", "P", "C", "C", "C", "C", "C", "C", "C", "C", "C", "C", "N", "C", "C", "C", "C", "C", "C", "C", "C", "C", "H", "H", "H", "H", "H", "H", "H", "H", "H", "H", "H", "H", "H", "H", "H", "H", "H", "H", "H", "H", "H", "H", "H", "H", "H", "H", "H", "H", "H", "H", "H", "N", "C", "C", "C", "N", "C", "C", "N", "C", "H", "H", "H", "H", "H", "H", "H", "H", "H", "H", "H", "H", "H", "H", "H", "H", "Te", "C", "C", "C", "C", "C", "C", "H", "H", "H", "H", "H"], "xyz": [[0.748, 0.204, 0.345], [-3.324, 0.481, 0.258], [-2.578, 1.812, 0.225], [-3.504, 2.904, 0.770], [-0.895, 1.664, 1.033], [-0.399, 3.437, 1.204], [-0.258, 4.119, -0.156], [0.877, 3.582, 2.019], [-1.170, 1.034, 2.695], [-1.976, 1.654, 3.654], [-2.265, 1.065, 4.869], [-3.140, 1.736, 5.893], [-1.721, -0.206, 5.102], [-0.908, -0.838, 4.193], [-0.571, -0.222, 2.958], [0.314, -0.766, 2.084], [0.545, -2.169, 2.166], [-0.364, -3.062, 1.572], [-1.593, -2.540, 0.891], [-0.121, -4.428, 1.614], [1.001, -4.949, 2.248], [1.276, -6.428, 2.243], [1.864, -4.058, 2.867], [1.655, -2.680, 2.845], [2.594, -1.777, 3.585], [-4.301, 0.599, -0.216], [-3.484, 0.154, 1.288], [-2.790, -0.307, -0.268], [-2.340, 2.046, -0.820], [-3.808, 2.680, 1.794], [-4.414, 2.937, 0.164], [-3.065, 3.899, 0.751], [-1.212, 3.922, 1.755], [0.570, 3.688, -0.722], [-0.027, 5.177, -0.016], [-1.156, 4.051, -0.771], [1.710, 3.052, 1.551], [0.754, 3.186, 3.025], [1.143, 4.640, 2.100], [-2.390, 2.635, 3.441], [-3.382, 2.756, 5.589], [-2.651, 1.790, 6.868], [-4.084, 1.202, 6.033], [-1.934, -0.705, 6.043], [-0.492, -1.811, 4.424], [-1.326, -1.724, 0.220], [-2.304, -2.136, 1.617], [-2.090, -3.324, 0.320], [-0.829, -5.100, 1.137], [0.363, -7.002, 2.408], [1.992, -6.697, 3.020], [1.694, -6.746, 1.285], [2.732, -4.439, 3.394], [3.282, -2.360, 4.198], [2.047, -1.091, 4.234], [3.177, -1.167, 2.891], [3.490, -0.828, -6.763], [1.864, -0.573, -3.925], [1.029, -1.794, -3.598], [0.156, -1.695, -2.328], [0.977, -1.721, -1.088], [-0.675, -0.407, -2.383], [0.179, 0.837, -2.614], [1.152, 1.036, -1.500], [0.995, 0.665, -3.918], [4.152, -1.580, -6.603], [4.050, 0.018, -6.811], [2.943, -0.750, -5.885], [2.767, -0.483, -3.298], [1.645, -2.699, -3.519], [0.324, -1.981, -4.426], [-0.537, -2.544, -2.281], [1.965, -1.706, -1.333], [0.814, -2.562, -0.548], [-1.257, -0.301, -1.463], [-1.381, -0.477, -3.218], [-0.467, 1.726, -2.635], [1.412, 2.014, -1.437], [2.002, 0.557, -1.827], [1.580, 1.579, -4.089], [0.261, 0.614, -4.739], [3.500, 0.458, 0.672], [3.761, 1.356, 2.569], [2.717, 1.477, 3.484], [2.913, 2.070, 4.723], [4.163, 2.557, 5.079], [5.213, 2.441, 4.178], [5.013, 1.849, 2.939], [1.738, 1.100, 3.214], [2.078, 2.152, 5.410], [4.317, 3.023, 6.045], [6.197, 2.814, 4.440], [5.842, 1.769, 2.246]], "lowdin_charge": [0.56, -0.12, -0.52, -0.11, 1.01, -0.54, -0.11, -0.11, -0.30, -0.07, -0.30, -0.07, -0.05, -0.01, -0.34, -0.10, -0.24, -0.23, -0.04, -0.02, -0.28, -0.06, -0.01, -0.20, -0.05, 0.08, 0.08, 0.04, 0.09, 0.07, 0.08, 0.06, 0.09, 0.06, 0.08, 0.06, 0.05, 0.06, 0.08, 0.10, 0.07, 0.07, 0.07, 0.11, 0.11, 0.03, 0.08, 0.08, 0.11, 0.07, 0.07, 0.08, 0.11, 0.08, 0.07, -0.01, -0.03, -0.26, -0.25, -0.37, 0.03, -0.15, -0.36, -0.11, -0.24, -0.02, -0.02, -0.05, 0.03, 0.09, 0.10, 0.13, 0.06, 0.07, 0.05, 0.12, 0.12, 0.05, 0.01, 0.09, 0.10, 0.80, -0.68, -0.21, -0.10, -0.12, -0.12, -0.17, 0.06, 0.10, 0.09, 0.09, 0.08], "e_homo_ev": -2.56, "charge": -1, "e_tot_ha": -2283.09861, "orbital_gap_ev": 5.0, "relative_energy_ev": 0.3550}

***

No. 2
{"formula": "C5H8O", "method": "ωB97M-V/def2-TZVPD", "species": ["C", "C", "C", "C", "O", "C", "H", "H", "H", "H", "H", "H", "H", "H"], "xyz": [[-0.440, 0.167, 1.611], [-0.456, 0.277, 0.106], [0.749, 0.882, -0.649], [0.907, -0.352, -1.567], [1.067, -1.420, -0.623], [-0.247, -1.055, -0.581], [0.455, -0.382, 1.923], [-1.321, -0.384, 1.961], [-0.433, 1.154, 2.079], [-1.374, 0.759, -0.258], [1.634, 1.025, -0.018], [0.542, 1.807, -1.192], [-0.122, -0.612, -2.053], [-0.963, -1.865, -0.739]], "lowdin_charge": [-0.06, -0.34, -0.12, -0.11, -0.04, -0.25, 0.09, 0.08, 0.08, 0.15, 0.12, 0.11, 0.14, 0.16], "e_homo_ev": -8.59, "smiles": "C[C@H]1C[C@H]2O[C@@H]12", "e_tot_ha": -270.39862, "orbital_gap_ev": 9.6, "relative_energy_ev": 4.3340}

***

No. 3
{"formula": "C2H8N3", "method": "ωB97M-V/def2-TZVPD", "species": ["C", "C", "N", "N", "N", "H", "H", "H", "H", "H", "H", "H", "H"], "xyz": [[0.481, 1.060, -0.620], [-2.649, -0.296, 0.026], [-0.143, 0.496, 0.547], [0.670, -0.319, -0.265], [2.025, -0.588, 0.466], [-0.297, 1.162, -1.467], [1.358, 1.743, -0.662], [-2.776, 0.808, -0.328], [-2.388, -1.061, -0.575], [-2.831, -0.370, 1.134], [1.789, -1.220, 1.145], [2.689, 0.157, 0.864], [2.582, -1.186, -0.240]], "lowdin_charge": [-0.20, 0.20, 0.06, -0.10, 0.20, 0.14, 0.12, 0.06, -0.03, 0.04, 0.10, 0.20, 0.21], "e_homo_ev": [-12.67, -14.38], "charge": 1, "e_tot_ha": -244.74781, "orbital_gap_ev": [6.6, 10.3], "relative_energy_ev": 8.7018}

***

No. 4
{"formula": "C6H17N3O2", "method": "ωB97M-V/def2-TZVPD", "species": ["C", "C", "C", "C", "C", "C", "N", "N", "N", "O", "O", "H", "H", "H", "H", "H", "H", "H", "H", "H", "H", "H", "H", "H", "H", "H", "H", "H"], "xyz": [[-1.397, -2.818, -0.470], [-1.987, 2.842, 0.045], [-0.804, -1.904, 0.633], [-1.312, 0.553, 0.033], [1.864, -0.500, 1.084], [-0.242, -0.553, 0.098], [3.816, 0.149, -0.789], [2.638, 0.349, -0.429], [-0.775, 1.928, -0.195], [1.933, 1.153, -0.904], [0.671, 0.008, 1.048], [-2.419, -2.561, -0.641], [-1.427, -3.857, -0.054], [-0.975, -2.808, -1.461], [-2.843, 2.695, -0.775], [-2.555, 2.626, 0.961], [-1.855, 3.861, -0.044], [-1.617, -1.745, 1.347], [0.162, -2.325, 0.963], [-1.952, 0.447, -0.785], [-1.963, 0.433, 0.938], [2.365, -0.010, 1.976], [2.035, -1.555, 0.857], [0.336, -0.767, -0.934], [4.331, -0.667, -0.321], [4.336, 0.822, -1.369], [-0.351, 2.020, -1.269], [-0.013, 2.183, 0.459]], "lowdin_charge": [-0.07, 0.01, -0.15, -0.10, 0.03, -0.29, 0.24, -0.22, 0.02, 0.11, -0.07, 0.07, 0.11, 0.08, 0.16, 0.11, 0.07, 0.13, 0.11, 0.13, 0.17, 0.18, 0.14, 0.20, 0.21, 0.19, 0.26, 0.17], "e_homo_ev": -18.29, "charge": 2, "e_tot_ha": -552.77643, "orbital_gap_ev": 10.2, "relative_energy_ev": 3.1947}